(1)
{"formula": "C24H17N7PbS2Se3Te", "method": "ωB97M-V with the def2-TZVPD basis set", "elements": ["Pb", "C", "N", "C", "C", "N", "C", "C", "C", "C", "C", "C", "N", "C", "N", "C", "C", "C", "C", "C", "C", "N", "H", "H", "H", "H", "H", "H", "H", "H", "H", "H", "H", "H", "H", "H", "H", "S", "C", "C", "C", "C", "N", "C", "C", "C", "S", "C", "N", "H", "H", "Se", "Se", "Te", "Se"], "coordinates": [[1.269, 0.106, -0.569], [0.623, 3.894, -0.147], [1.647, 3.140, 0.534], [1.764, 3.300, 1.969], [1.454, 2.060, 2.757], [0.939, 0.959, 2.303], [0.868, 0.107, 3.403], [0.440, -1.217, 3.469], [0.507, -1.850, 4.694], [0.989, -1.184, 5.833], [1.423, 0.127, 5.780], [1.354, 0.752, 4.540], [1.717, 2.017, 4.101], [-0.609, 3.108, -0.498], [-0.698, 1.826, -0.722], [-2.025, 1.595, -1.089], [-2.658, 0.408, -1.452], [-3.997, 0.482, -1.778], [-4.696, 1.699, -1.745], [-4.078, 2.882, -1.390], [-2.728, 2.798, -1.069], [-1.796, 3.749, -0.680], [0.304, 4.765, 0.442], [1.030, 4.296, -1.080], [2.540, 3.214, 0.075], [2.778, 3.617, 2.230], [1.100, 4.102, 2.318], [0.076, -1.730, 2.587], [0.184, -2.878, 4.782], [1.026, -1.714, 6.775], [1.800, 0.629, 6.662], [2.148, 2.742, 4.645], [-2.115, -0.527, -1.477], [-4.524, -0.417, -2.069], [-5.745, 1.711, -2.009], [-4.620, 3.817, -1.370], [-1.948, 4.736, -0.567], [1.214, -0.487, -3.174], [0.499, -2.084, -3.242], [0.481, -2.713, -4.489], [-0.053, -3.978, -4.667], [-0.030, -4.569, -5.976], [0.005, -5.032, -7.027], [-0.604, -4.655, -3.572], [-0.598, -4.037, -2.330], [-0.053, -2.768, -2.145], [-0.108, -2.139, -0.504], [-1.177, -5.963, -3.699], [-1.645, -7.008, -3.800], [0.900, -2.200, -5.344], [-1.029, -4.561, -1.488], [5.310, 1.250, 0.068], [4.705, -0.766, -0.678], [3.903, -1.879, 1.482], [2.537, -3.531, 0.399]], "atomic_forces_ev_per_a": [[-0.026, 0.075, -0.221], [0.036, 0.080, -0.041], [0.024, -0.040, -0.051], [0.009, 0.062, -0.009], [0.009, 0.040, 0.073], [-0.028, -0.046, -0.025], [-0.028, -0.100, -0.153], [0.001, 0.010, -0.014], [0.014, 0.029, 0.039], [-0.015, -0.061, 0.006], [-0.010, -0.010, -0.022], [0.060, 0.094, 0.108], [-0.043, -0.151, -0.085], [-0.042, 0.044, 0.109], [0.055, -0.089, -0.055], [0.105, -0.136, -0.021], [-0.019, 0.058, -0.022], [-0.038, 0.024, 0.001], [-0.014, -0.040, -0.012], [0.024, -0.024, 0.000], [-0.066, 0.103, 0.010], [0.050, -0.143, -0.022], [0.016, 0.018, -0.015], [-0.011, -0.042, -0.004], [0.001, 0.004, 0.032], [0.000, -0.024, -0.002], [-0.003, -0.006, -0.012], [-0.010, 0.011, -0.008], [0.005, 0.000, 0.005], [0.001, 0.005, -0.002], [0.004, 0.018, -0.010], [0.008, 0.006, 0.015], [-0.006, 0.008, 0.006], [0.004, 0.000, -0.001], [0.001, -0.002, 0.003], [0.016, 0.012, 0.003], [-0.043, 0.014, 0.001], [-0.018, 0.060, 0.213], [0.047, 0.132, -0.019], [-0.024, -0.071, -0.088], [0.019, 0.044, -0.044], [0.002, -0.063, 0.002], [-0.013, 0.024, 0.012], [-0.024, 0.029, 0.149], [-0.055, -0.116, -0.076], [-0.002, 0.062, 0.134], [-0.089, 0.053, 0.160], [-0.008, -0.030, -0.135], [0.013, 0.018, 0.045], [0.012, 0.022, 0.020], [0.023, 0.029, 0.024], [-0.050, 0.003, -0.063], [0.223, 0.104, 0.116], [-0.006, 0.121, -0.029], [-0.092, -0.218, -0.026]], "relative_energy_kcal_mol": 5.6, "orbital_gap_ev": [5.0, 5.8], "homo_ev": [-7.38, -7.61], "charge": 0}

---

(2)
{"formula": "C24H18Br2Cl40F3IN2O3Si2", "method": "ωB97M-V with the def2-TZVPD basis set", "elements": ["C", "C", "N", "C", "Si", "I", "O", "Si", "C", "C", "C", "F", "Br", "C", "F", "F", "Br", "C", "C", "O", "O", "C", "C", "C", "C", "N", "C", "H", "H", "H", "H", "H", "H", "H", "H", "H", "H", "H", "H", "H", "H", "H", "H", "H", "H", "C", "Cl", "Cl", "Cl", "Cl", "C", "Cl", "Cl", "Cl", "Cl", "C", "Cl", "Cl", "Cl", "Cl", "C", "Cl", "Cl", "Cl", "Cl", "C", "Cl", "Cl", "Cl", "Cl", "C", "Cl", "Cl", "Cl", "Cl", "C", "Cl", "Cl", "Cl", "Cl", "C", "Cl", "Cl", "Cl", "Cl", "C", "Cl", "Cl", "Cl", "Cl", "C", "Cl", "Cl", "Cl", "Cl"], "coordinates": [[-3.826, -5.139, 0.193], [-3.551, -4.432, -1.242], [-3.610, -5.156, -2.342], [-3.165, -2.860, -1.234], [-1.297, -2.730, -1.711], [-0.057, -3.721, 0.240], [-0.816, -1.069, -1.757], [0.087, -0.645, -3.174], [-0.123, 1.278, -3.374], [-1.096, 1.927, -2.274], [-0.300, 2.597, -1.034], [0.717, 3.515, -1.500], [0.592, 1.254, 0.139], [-1.289, 3.472, -0.071], [-0.556, 4.632, 0.306], [-2.510, 3.835, -0.683], [-1.608, 2.463, 1.642], [-0.553, -1.415, -4.806], [-2.126, -1.182, -5.057], [-2.739, -2.091, -5.687], [-2.832, -0.019, -4.652], [1.963, -1.121, -3.063], [2.419, -2.546, -2.596], [3.961, -2.807, -2.507], [4.880, -1.634, -2.909], [4.502, -0.343, -3.378], [3.095, -0.132, -3.436], [-2.896, -5.172, 0.852], [-4.618, -4.505, 0.730], [-4.201, -6.213, 0.076], [-3.862, -6.127, -2.075], [-3.272, -2.537, -0.133], [-3.843, -2.244, -1.917], [-0.986, -3.476, -2.940], [-0.605, 1.498, -4.401], [0.869, 1.838, -3.335], [-1.623, 2.818, -2.793], [-1.948, 1.241, -1.927], [-0.245, -2.516, -4.963], [-0.021, -0.844, -5.663], [-3.769, -0.338, -4.569], [1.711, -3.391, -2.321], [4.305, -3.830, -2.152], [6.012, -1.837, -2.840], [2.753, 0.901, -3.814], [3.595, -0.826, 1.958], [4.437, -1.319, 0.475], [3.906, -2.016, 3.241], [4.178, 0.771, 2.474], [1.850, -0.730, 1.644], [8.406, 1.760, 3.334], [9.511, 0.645, 2.502], [8.727, 3.423, 2.794], [6.725, 1.323, 2.950], [8.661, 1.648, 5.089], [-4.459, 5.064, -3.496], [-5.308, 5.359, -1.965], [-3.150, 6.249, -3.686], [-3.774, 3.424, -3.486], [-5.601, 5.220, -4.847], [-0.175, -7.122, 2.750], [0.232, -8.482, 3.818], [-1.907, -6.755, 2.897], [0.775, -5.696, 3.219], [0.198, -7.558, 1.069], [-0.932, 4.711, 5.310], [-1.174, 3.809, 3.793], [-2.160, 4.218, 6.497], [0.688, 4.363, 5.954], [-1.082, 6.453, 4.992], [4.158, 4.962, 1.901], [5.148, 6.333, 1.357], [3.104, 4.427, 0.574], [5.220, 3.622, 2.391], [3.160, 5.463, 3.284], [-4.920, -9.823, -0.558], [-3.854, -10.988, -1.370], [-4.558, -8.184, -1.143], [-6.617, -10.228, -0.911], [-4.650, -9.895, 1.196], [-7.968, -6.648, -3.564], [-7.558, -8.000, -2.486], [-9.702, -6.284, -3.425], [-7.022, -5.217, -3.101], [-7.587, -7.092, -5.241], [1.064, 7.865, 8.623], [1.896, 7.348, 7.142], [1.352, 6.674, 9.910], [1.687, 9.449, 9.131], [-0.681, 7.987, 8.311], [6.447, 9.818, 3.771], [6.913, 10.139, 5.455], [7.834, 9.140, 2.892], [5.102, 8.659, 3.738], [5.941, 11.335, 2.997]], "atomic_forces_ev_per_a": [[-0.163, 0.928, -0.344], [-0.090, -1.645, -0.348], [0.152, 1.853, 2.572], [-0.376, -1.362, 0.664], [-0.686, 1.356, 1.560], [-0.411, 0.224, -0.738], [0.395, -2.202, -2.197], [0.669, 1.290, 0.393], [-0.441, 0.451, 0.190], [0.106, 1.512, -0.342], [-0.497, 0.285, -0.586], [-1.946, -1.835, 0.557], [0.542, 1.046, -2.403], [0.831, 0.950, 0.180], [-2.125, -2.114, -0.872], [2.827, -0.591, 1.428], [-1.749, 0.350, -2.482], [-0.575, 0.762, -0.800], [-1.439, -3.405, -2.460], [1.804, 3.467, 2.625], [1.007, -2.246, 0.225], [3.625, -1.789, 0.641], [3.420, 2.797, -0.969], [-2.688, 3.551, -1.262], [-1.696, -1.078, 0.203], [-3.259, -3.329, 1.264], [-0.405, -1.871, 0.726], [-1.122, 0.273, -1.025], [1.076, -0.991, -0.622], [0.535, 1.894, 0.120], [0.258, 0.865, -0.342], [0.118, -0.163, -1.790], [0.909, -0.934, 0.895], [0.127, 0.102, 0.067], [0.832, -0.405, 1.584], [-1.280, -0.764, -0.099], [1.120, -1.433, 1.077], [1.542, 0.891, -0.192], [-1.080, 1.750, 0.210], [-0.723, -0.678, 1.413], [0.983, 0.426, -0.500], [0.912, 1.370, -0.396], [-0.173, 1.689, -0.589], [-1.964, 0.554, -0.175], [0.848, -1.766, 0.681], [0.165, -0.062, 0.016], [-0.238, 0.154, 0.292], [-0.075, 0.173, -0.185], [-1.453, -0.636, -0.368], [0.619, -0.768, 0.610], [0.136, 0.124, 0.029], [-0.201, 0.168, 0.130], [-0.015, -0.273, 0.093], [1.784, -0.425, 0.405], [-0.051, 0.015, -0.280], [-0.083, 0.115, 0.020], [0.161, -0.074, -0.271], [-0.202, -0.242, 0.044], [-0.463, 0.321, -0.224], [0.194, -0.035, 0.218], [0.055, -0.048, -0.024], [-0.072, 0.234, -0.175], [0.271, -0.078, 0.018], [-0.131, -0.253, -0.019], [-0.085, 0.052, 0.292], [0.056, 0.017, 0.192], [0.367, 1.333, 1.826], [0.186, 0.091, -0.137], [-0.272, -0.044, -0.093], [0.029, -0.295, -0.004], [-0.072, 0.020, -0.138], [-0.136, -0.364, -0.023], [0.142, 0.061, 0.269], [-0.416, 1.068, -0.210], [0.098, -0.070, -0.166], [0.062, -0.174, 0.024], [-0.212, 0.231, 0.141], [-0.036, -0.761, 0.093], [0.479, -0.305, 0.361], [-0.050, 0.049, -0.309], [-0.062, 0.051, -0.017], [-0.365, 0.618, -0.558], [0.248, -0.053, -0.028], [-0.104, -0.272, -0.072], [-0.057, 0.075, 0.287], [0.008, -0.001, -0.031], [-0.083, 0.211, 0.296], [-0.050, 0.183, -0.216], [-0.100, -0.250, -0.076], [0.296, -0.028, 0.077], [-0.082, -0.015, 0.052], [-0.061, -0.048, -0.275], [-0.218, 0.092, 0.124], [0.245, 0.325, 0.122], [0.091, -0.244, 0.120]], "orbital_gap_ev": 9.2, "homo_ev": -9.43, "charge": 0}